Computed, not measured: a structure of composition C23H28O6S3Tc, with the ωB97M-V functional and the def2-TZVPD basis.

Last column: natural (NBO) charge in e.
Positions of all 61 atoms, in Å:
1 Tc -0.431 -1.113 -0.611  0.41
2 O 3.649 1.058 0.188  -0.64
3 C 2.356 0.883 -0.021  0.80
4 O 1.891 -0.178 -0.385  -0.62
5 C 1.566 2.159 0.188  -0.17
6 O 0.233 1.918 0.522  -0.53
7 C 0.032 1.565 1.885  -0.19
8 C 0.191 0.076 2.226  0.76
9 O 0.644 -0.255 3.292  -0.56
10 O -0.256 -0.769 1.326  -0.74
11 H 4.110 0.225 -0.002  0.51
12 H 1.571 2.686 -0.771  0.23
13 H 2.080 2.787 0.921  0.22
14 H -0.999 1.831 2.125  0.22
15 H 0.698 2.137 2.536  0.21
16 S -2.211 -2.479 -0.773  0.31
17 C -1.562 -3.792 0.131  -0.10
18 C -2.417 -4.721 0.762  -0.25
19 C -1.891 -5.831 1.360  -0.16
20 C -0.498 -6.068 1.349  -0.18
21 C 0.350 -5.188 0.742  -0.18
22 C -0.163 -4.020 0.135  -0.27
23 S 0.852 -2.953 -0.740  0.39
24 H -3.482 -4.538 0.769  0.23
25 H -2.547 -6.539 1.847  0.23
26 H -0.105 -6.955 1.827  0.23
27 H 1.418 -5.358 0.737  0.23
28 C -3.567 5.311 -0.353  -0.60
29 C -2.620 4.278 -0.949  -0.41
30 C -2.927 2.879 -0.420  -0.58
31 S -2.042 1.610 -1.349  1.25
32 O -1.990 0.427 -0.377  -0.94
33 C -3.259 1.112 -2.586  -0.59
34 C -3.305 2.069 -3.773  -0.42
35 C -3.982 1.424 -4.975  -0.60
36 H -3.318 6.313 -0.699  0.23
37 H -3.513 5.312 0.737  0.21
38 H -4.600 5.106 -0.635  0.21
39 H -1.584 4.526 -0.708  0.21
40 H -2.693 4.292 -2.039  0.21
41 H -3.995 2.655 -0.441  0.23
42 H -2.571 2.741 0.601  0.25
43 H -4.229 0.998 -2.099  0.24
44 H -2.918 0.118 -2.889  0.24
45 H -2.288 2.374 -4.039  0.21
46 H -3.841 2.977 -3.489  0.21
47 H -3.459 0.512 -5.272  0.21
48 H -3.985 2.102 -5.828  0.23
49 H -5.017 1.161 -4.756  0.21
50 C -0.239 -0.670 -2.263  0.32
51 C -0.069 -0.306 -3.630  -0.20
52 C 0.449 0.942 -3.996  -0.17
53 C 0.584 1.254 -5.336  -0.21
54 C 0.210 0.329 -6.305  -0.15
55 C -0.302 -0.911 -5.943  -0.21
56 C -0.447 -1.236 -4.606  -0.15
57 H 0.731 1.651 -3.230  0.22
58 H 0.983 2.215 -5.631  0.23
59 H 0.321 0.577 -7.351  0.23
60 H -0.585 -1.623 -6.705  0.24
61 H -0.843 -2.196 -4.304  0.24

Cartesian forces (eV/Å) of the 2 atoms listed first:
0.145 -0.294 -0.711
-0.027 0.050 -0.037

Computed properties:
LUMO energy (alpha / beta) in eV: -4.94 / -4.94
Net charge: +1
Frontier orbital gap (alpha / beta) in eV: 6.2 / 6.2
Energy above the lowest of the compared OMol25 structures with the same formula, charge and spin in eV: 0.253
HOMO level (alpha / beta) in eV: -11.1 / -11.1